1.
{
  "formula": "C40H42N4O2P2Pt",
  "method": "the ωB97M-V functional and the def2-TZVPD basis",
  "elements": ["Pt", "C", "N", "P", "C", "C", "C", "C", "C", "C", "C", "C", "C", "C", "C", "C", "P", "C", "C", "C", "C", "C", "C", "C", "C", "C", "C", "C", "C", "H", "H", "H", "H", "H", "H", "H", "H", "H", "H", "H", "H", "H", "H", "H", "H", "H", "H", "H", "H", "H", "H", "H", "O", "N", "C", "C", "C", "C", "C", "H", "H", "H", "H", "H", "C", "C", "N", "C", "C", "C", "O", "C", "C", "C", "C", "N", "C", "H", "H", "H", "H", "H", "H", "H", "H", "H", "H", "H", "H", "H", "H"],
  "xyz": [[-0.036, -0.124, 0.201], [-4.149, 1.125, 1.094], [-2.844, 0.500, 0.882], [-1.375, 1.221, 1.335], [-1.397, 2.954, 0.815], [-2.141, 3.917, 1.499], [-2.199, 5.217, 1.023], [-1.514, 5.566, -0.133], [-0.767, 4.616, -0.815], [-0.711, 3.313, -0.344], [-1.339, 1.326, 3.138], [-2.128, 0.508, 3.943], [-1.990, 0.544, 5.323], [-1.056, 1.386, 5.908], [-0.264, 2.203, 5.110], [-0.405, 2.176, 3.733], [-2.416, -0.492, -0.481], [-2.502, -2.217, 0.104], [-2.705, -2.563, 1.434], [-2.689, -3.897, 1.819], [-2.469, -4.890, 0.875], [-2.263, -4.548, -0.456], [-2.276, -3.218, -0.840], [-3.920, -0.367, -1.520], [-3.926, 0.577, -2.544], [-5.049, 0.742, -3.341], [-6.170, -0.046, -3.123], [-6.167, -0.997, -2.111], [-5.047, -1.161, -1.311], [-4.119, 1.692, 2.025], [-4.923, 0.364, 1.188], [-4.421, 1.802, 0.282], [-2.660, 3.657, 2.413], [-2.775, 5.961, 1.557], [-1.557, 6.583, -0.499], [-0.225, 4.892, -1.710], [-0.130, 2.560, -0.865], [-2.867, -0.141, 3.492], [-2.616, -0.085, 5.942], [-0.952, 1.415, 6.984], [0.459, 2.869, 5.564], [0.211, 2.822, 3.116], [-2.876, -1.788, 2.169], [-2.852, -4.159, 2.856], [-2.460, -5.929, 1.174], [-2.093, -5.320, -1.195], [-2.105, -2.955, -1.879], [-3.044, 1.185, -2.716], [-5.046, 1.477, -4.134], [-7.045, 0.075, -3.748], [-7.040, -1.615, -1.946], [-5.045, -1.911, -0.530], [0.964, -1.567, -1.108], [2.198, -1.228, -1.433], [2.408, -0.246, -2.333], [3.689, 0.120, -2.677], [4.770, -0.532, -2.100], [4.525, -1.551, -1.192], [3.228, -1.884, -0.871], [1.507, 0.203, -2.722], [3.830, 0.916, -3.394], [5.782, -0.254, -2.360], [5.333, -2.096, -0.726], [2.939, -2.654, -0.173], [7.553, 3.987, 1.662], [7.327, 2.816, 0.717], [6.377, 1.834, 1.247], [6.916, 0.551, 1.680], [7.770, 0.647, 2.937], [5.062, 2.146, 1.156], [4.662, 3.161, 0.607], [4.042, 1.210, 1.750], [4.056, 0.759, 3.065], [3.003, -0.021, 3.517], [1.981, -0.338, 2.642], [1.957, 0.102, 1.381], [2.955, 0.877, 0.959], [8.282, 4.676, 1.235], [7.928, 3.649, 2.628], [6.622, 4.530, 1.817], [8.261, 2.287, 0.524], [6.941, 3.181, -0.236], [7.520, 0.148, 0.860], [6.094, -0.145, 1.831], [8.649, 1.269, 2.769], [8.114, -0.343, 3.235], [7.206, 1.080, 3.764], [4.869, 1.024, 3.728], [2.970, -0.379, 4.536], [1.139, -0.946, 2.950], [2.887, 1.267, -0.050]],
  "e_lumo_ev": [-2.60, -2.64],
  "homo_ev": [-8.2, -10.7],
  "spin_multiplicity": 2,
  "s_squared": 0.7588,
  "total_charge": 1,
  "gap_ev": [5.63, 8.02],
  "e_tot_ha": -2720.7957,
  "de_lowest_ev": 0.7420
}

2.
{
  "formula": "C27H46B2F5IN5NaO19PS",
  "method": "the ωB97M-V functional and the def2-TZVPD basis",
  "elements": ["C", "C", "P", "C", "C", "N", "C", "N", "S", "N", "I", "H", "H", "H", "H", "H", "H", "H", "H", "H", "H", "H", "H", "H", "H", "B", "O", "C", "O", "C", "O", "O", "F", "F", "Na", "C", "C", "O", "C", "O", "O", "H", "H", "H", "H", "C", "C", "C", "O", "C", "C", "C", "O", "O", "O", "H", "H", "H", "H", "C", "O", "N", "C", "C", "H", "H", "H", "H", "H", "H", "H", "F", "C", "C", "O", "N", "C", "H", "H", "H", "H", "H", "H", "H", "H", "O", "H", "C", "C", "C", "O", "H", "H", "H", "H", "H", "H", "H", "H", "B", "O", "C", "O", "C", "O", "O", "F", "F"],
  "xyz": [[-0.139, -1.905, -0.157], [-1.522, -1.583, -1.031], [-2.700, -0.344, -0.139], [-2.056, 1.400, -0.612], [-0.637, 1.613, 0.242], [-4.352, -0.612, -0.763], [-5.519, -0.085, -0.190], [-5.481, 0.796, 1.028], [-6.691, 2.104, 0.939], [-6.800, -0.552, -0.914], [-6.977, -2.644, -0.753], [-0.292, -1.625, 0.989], [0.776, -1.292, -0.591], [0.071, -3.078, -0.197], [-2.073, -2.622, -1.222], [-1.202, -1.101, -2.069], [-2.761, 2.281, -0.276], [-1.801, 1.478, -1.775], [0.204, 0.871, -0.121], [-0.294, 2.748, 0.106], [-0.804, 1.482, 1.416], [-4.410, -1.229, -1.629], [-4.599, 1.333, 1.148], [-6.320, 3.139, 1.820], [-7.655, -0.228, -0.414], [3.304, 2.241, 4.255], [3.119, 1.137, 3.308], [1.891, 1.265, 2.786], [1.418, 0.504, 1.957], [1.241, 2.416, 3.349], [0.116, 2.808, 3.083], [2.058, 3.015, 4.225], [4.422, 3.075, 3.841], [3.537, 1.719, 5.593], [1.445, 2.647, 6.503], [-2.437, 2.559, -6.092], [-3.415, 2.687, -4.970], [-2.644, 2.369, -3.827], [-1.340, 2.616, -4.147], [-0.421, 2.612, -3.345], [-1.199, 2.869, -5.481], [-2.650, 3.251, -6.911], [-2.388, 1.540, -6.490], [-3.799, 3.707, -4.864], [-4.259, 1.999, -5.072], [7.981, -1.022, 2.737], [6.880, -0.268, 2.759], [6.864, 1.094, 2.155], [5.832, 1.756, 2.173], [8.109, 1.597, 1.556], [9.211, 0.844, 1.538], [9.220, -0.527, 2.117], [10.242, -1.203, 2.069], [10.386, 1.312, 0.979], [5.713, -0.725, 3.342], [8.006, -2.014, 3.170], [8.089, 2.595, 1.137], [11.035, 0.583, 1.088], [5.062, 0.002, 3.228], [-3.315, 6.295, 3.419], [-3.695, 7.187, 4.166], [-3.615, 6.192, 2.077], [-3.124, 5.103, 1.258], [-4.448, 7.207, 1.465], [-2.676, 5.474, 3.782], [-2.521, 5.516, 0.443], [-3.978, 4.560, 0.842], [-2.511, 4.413, 1.844], [-3.965, 8.181, 1.580], [-5.414, 7.230, 1.977], [-4.599, 6.994, 0.403], [-5.155, 4.519, -3.648], [-2.240, -4.414, 1.785], [-2.145, -5.527, 0.788], [-1.381, -5.575, -0.156], [-3.050, -6.615, 0.833], [-2.386, -7.919, 1.071], [-1.440, -3.692, 1.605], [-3.205, -3.913, 1.679], [-2.135, -4.814, 2.796], [-3.808, -6.435, 1.493], [-3.393, -6.665, -0.133], [-3.165, -8.685, 1.055], [-1.904, -7.890, 2.051], [-1.662, -8.107, 0.274], [-4.413, 10.117, 0.651], [-4.097, 10.594, 1.396], [3.981, -3.110, -1.327], [4.488, -2.000, -0.421], [4.307, -0.634, -1.062], [5.870, -2.212, -0.143], [4.533, -3.127, -2.273], [4.129, -4.088, -0.858], [2.916, -2.984, -1.547], [3.953, -2.032, 0.535], [4.871, -0.563, -1.999], [4.688, 0.154, -0.404], [3.252, -0.434, -1.274], [6.353, -2.185, -0.986], [-1.180, -5.639, -4.238], [-0.682, -4.269, -4.400], [0.650, -4.312, -4.259], [1.378, -3.336, -4.338], [1.068, -5.664, -4.007], [2.216, -6.041, -3.833], [0.000, -6.474, -3.989], [-1.854, -6.074, -5.451], [-2.091, -5.710, -3.106]],
  "e_lumo_ev": -1.58,
  "homo_ev": -2.8,
  "total_charge": -1,
  "gap_ev": 1.21,
  "e_tot_ha": -4508.3884,
  "de_lowest_ev": 6.9682
}

3.
{
  "formula": "C22H33BCl27F2O7P2",
  "method": "the ωB97M-V functional and the def2-TZVPD basis",
  "elements": ["C", "C", "C", "C", "C", "B", "O", "C", "C", "C", "O", "O", "C", "C", "C", "C", "F", "C", "F", "P", "P", "O", "O", "O", "O", "H", "H", "H", "H", "H", "H", "H", "H", "H", "H", "H", "H", "H", "H", "H", "H", "H", "H", "H", "H", "H", "H", "H", "H", "C", "Cl", "Cl", "Cl", "H", "C", "Cl", "Cl", "Cl", "H", "C", "Cl", "Cl", "Cl", "H", "C", "Cl", "Cl", "Cl", "H", "C", "Cl", "Cl", "Cl", "H", "C", "Cl", "Cl", "Cl", "H", "C", "Cl", "Cl", "Cl", "H", "C", "Cl", "Cl", "Cl", "H", "C", "Cl", "Cl", "Cl", "H"],
  "xyz": [[-1.827, -6.175, -1.643], [-0.750, -5.763, -1.288], [0.293, -4.837, -0.662], [0.054, -3.352, -1.143], [-1.266, -2.853, -0.504], [-1.652, -1.305, -0.943], [-0.424, -0.576, -0.691], [-0.539, 0.823, -0.887], [-0.642, 1.478, 0.544], [-1.954, 2.313, 0.581], [0.486, 2.330, 0.858], [-2.279, -1.150, -2.268], [-3.681, -1.305, -2.205], [-3.917, -2.596, -3.040], [-5.401, -2.991, -3.222], [-5.532, -4.316, -4.064], [-4.343, -4.652, -4.697], [-3.999, -1.353, -0.631], [-4.428, -2.700, -0.389], [-5.344, -0.189, -0.029], [-6.524, -1.116, 1.551], [-6.630, -0.246, 2.720], [-8.035, -1.389, 0.929], [-5.940, -2.554, 2.050], [-2.842, -1.000, -0.060], [-2.805, -6.401, -2.030], [1.291, -5.221, -0.938], [0.192, -4.811, 0.432], [-0.036, -3.430, -2.246], [0.899, -2.712, -0.848], [-1.184, -2.869, 0.601], [-2.086, -3.499, -0.863], [-1.442, 1.128, -1.450], [0.340, 1.199, -1.462], [-0.648, 0.664, 1.291], [-2.042, 2.901, -0.352], [-2.807, 1.621, 0.672], [-1.931, 3.028, 1.427], [0.393, 2.563, 1.790], [-4.201, -0.491, -2.753], [-3.290, -3.390, -2.605], [-3.512, -2.399, -4.048], [-5.910, -3.220, -2.266], [-5.983, -2.165, -3.675], [-6.350, -4.150, -4.789], [-5.817, -5.136, -3.383], [-6.250, -0.042, -1.114], [-7.951, -1.928, 0.126], [-6.233, -3.251, 1.443], [3.411, 3.660, 1.784], [4.538, 4.930, 1.279], [4.290, 2.209, 2.270], [2.370, 4.227, 3.095], [2.777, 3.408, 0.942], [0.047, -8.355, 1.828], [-0.197, -7.408, 3.302], [0.336, -7.295, 0.450], [1.382, -9.504, 2.043], [-0.857, -8.922, 1.638], [2.822, 6.973, 5.745], [1.421, 8.035, 5.594], [4.310, 7.919, 5.871], [2.645, 5.905, 7.141], [2.884, 6.360, 4.853], [4.037, -2.354, 1.050], [2.516, -1.573, 0.633], [4.054, -2.826, 2.755], [4.322, -3.759, 0.015], [4.840, -1.646, 0.887], [-0.977, 0.067, -4.702], [0.573, 0.828, -5.109], [-2.289, 1.248, -4.795], [-1.295, -1.299, -5.775], [-0.930, -0.306, -3.683], [2.888, 4.042, -2.404], [3.709, 2.977, -1.265], [3.791, 4.158, -3.916], [1.263, 3.463, -2.717], [2.818, 5.031, -1.965], [7.373, 9.965, 7.328], [7.152, 11.086, 8.674], [7.748, 10.844, 5.842], [8.643, 8.795, 7.695], [6.445, 9.424, 7.180], [3.835, 0.501, -7.618], [3.679, 1.658, -6.297], [4.062, 1.339, -9.159], [5.168, -0.617, -7.316], [2.917, -0.073, -7.676], [5.098, 2.889, 6.201], [6.489, 2.604, 7.254], [5.346, 4.345, 5.232], [4.806, 1.498, 5.159], [4.224, 3.036, 6.825]],
  "e_lumo_ev": 1.45,
  "homo_ev": -5.8,
  "total_charge": -1,
  "gap_ev": 7.26,
  "e_tot_ha": -14717.3506
}